Version i
Density functional theory data (wB97M-V/def2-TZVPD) for a structure of composition C20H35N5O6S2Se2W.

Its highest occupied orbital energy (alpha / beta) is -0.507 / -0.507 Eh. As for the spin multiplicity: 1. The HOMO-LUMO gap (alpha / beta) is 0.2334 / 0.2330 Ha. As for the charge: +2.

Atoms and positions in Å:
W -0.04 0.65 0.64
C 2.30 -7.49 -0.84
C 1.98 -6.02 -0.95
C 1.15 -5.54 -1.96
C 0.84 -4.19 -2.06
C 1.38 -3.32 -1.12
C 2.22 -3.77 -0.11
C 2.51 -5.12 -0.03
S 1.07 -1.62 -1.32
O 0.54 -1.25 0.12
O 0.02 -1.39 -2.29
N 2.39 -0.90 -1.53
C 2.44 0.21 -2.45
C 1.73 1.46 -1.96
O 1.75 2.55 -2.41
O 0.96 1.21 -0.82
H 2.07 -8.01 -1.77
H 1.71 -7.95 -0.05
H 3.35 -7.64 -0.60
H 0.74 -6.23 -2.68
H 0.20 -3.83 -2.84
H 2.66 -3.07 0.59
H 3.17 -5.47 0.75
H 2.01 -0.01 -3.43
H 3.48 0.49 -2.62
N -0.25 -0.57 2.53
C 0.70 -0.61 3.69
C 2.11 -0.98 3.26
C 2.81 0.16 2.56
N 2.20 0.47 1.24
H -1.16 -0.34 2.92
H -0.33 -1.53 2.17
H 0.31 -1.34 4.39
H 0.68 0.36 4.17
H 2.10 -1.88 2.65
H 2.67 -1.22 4.16
H 3.86 -0.07 2.41
H 2.75 1.06 3.17
H 2.52 -0.21 0.54
H 2.57 1.36 0.94
O -2.90 3.92 1.87
C -2.48 4.98 1.02
C -1.02 4.74 0.62
C -0.46 6.10 0.16
O 0.85 5.89 -0.34
C -0.19 4.32 1.83
Se 0.29 2.45 2.29
C -0.89 3.80 -0.58
Se -1.76 2.10 -0.19
H -3.76 4.12 2.24
H -2.56 5.94 1.54
H -3.10 5.03 0.12
H -0.46 6.80 1.00
H -1.12 6.51 -0.62
H 1.28 6.73 -0.50
H -0.66 4.66 2.75
H 0.80 4.74 1.75
H 0.15 3.63 -0.87
H -1.43 4.21 -1.43
S -2.29 -0.67 0.74
C -3.17 -0.66 -0.75
N -2.68 -0.70 -1.97
C -3.74 -0.79 -2.98
C -5.03 -0.81 -2.12
N -4.49 -0.68 -0.76
H -1.69 -0.88 -2.15
H -3.62 -1.70 -3.56
H -3.70 0.06 -3.65
H -5.59 -1.73 -2.22
H -5.69 0.03 -2.35
H -5.05 -0.58 0.08

Version ii
Density functional theory data (wB97M-V/def2-TZVPD) for a structure of composition C20H35N5O6S2Se2W.

Its highest occupied orbital energy is -0.514 Eh. As for the spin multiplicity: 1. The HOMO-LUMO gap is 0.2388 Ha. As for the charge: +2.

Atoms and positions in Å:
W -0.19 0.49 1.59
C -2.94 -2.22 -5.90
C -2.34 -1.61 -4.66
C -1.21 -2.41 -4.10
C -1.08 -1.37 -1.75
C -1.72 -0.03 -2.01
C -2.44 0.36 -3.09
C -2.82 -0.43 -4.23
S -1.45 1.19 -0.85
O 0.02 1.13 -0.40
O -1.91 2.49 -1.22
N -1.91 0.70 0.61
C -3.20 0.96 1.22
C -2.96 0.77 2.71
O -3.77 0.90 3.57
O -1.68 0.39 2.94
H -2.87 -3.31 -5.88
H -2.38 -1.87 -6.77
H -3.98 -1.93 -6.03
H -1.63 -3.37 -3.77
H -0.30 -1.23 -0.99
H -2.82 1.37 -3.09
H -3.60 0.03 -4.83
H -3.96 0.26 0.89
H -3.53 1.97 1.01
N 1.75 -2.22 -1.73
C 0.79 -2.81 -2.66
C -0.32 -1.82 -3.01
C -2.09 -2.43 -1.26
N -2.43 -2.31 0.16
H 2.27 -1.48 -2.20
H 2.43 -2.92 -1.46
H 0.35 -3.69 -2.17
H 1.25 -3.17 -3.59
H -0.58 -2.69 -4.95
H 0.17 -0.93 -3.43
H -1.63 -3.41 -1.42
H -2.97 -2.40 -1.90
H -2.57 -3.23 0.55
H -3.32 -1.85 0.27
O 0.66 0.58 3.61
C 1.54 -0.36 4.29
C 2.67 -0.73 3.34
C 3.80 -1.31 4.20
O 4.79 -1.78 3.31
C 2.25 -1.82 2.32
Se 0.36 -1.86 1.78
C 3.20 0.52 2.65
Se 2.18 1.08 1.07
H -0.13 0.79 4.15
H 0.96 -1.23 4.60
H 1.92 0.17 5.16
H 3.40 -2.13 4.82
H 4.19 -0.54 4.87
H 5.53 -2.15 3.80
H 2.41 -2.81 2.75
H 2.83 -1.74 1.41
H 4.19 0.31 2.24
H 3.29 1.35 3.35
S -0.60 2.89 2.40
C 0.42 3.96 1.48
N 1.40 4.66 2.01
C 2.05 5.53 1.03
C 1.23 5.25 -0.25
N 0.27 4.23 0.20
H 1.63 4.60 2.99
H 3.10 5.27 0.92
H 1.98 6.57 1.34
H 1.85 4.86 -1.06
H 0.70 6.13 -0.61
H -0.47 3.85 -0.36

Version iii
Density functional theory data (wB97M-V/def2-TZVPD) for a structure of composition C20H35N5O6S2Se2W.

Its highest occupied orbital energy is -0.485 Eh. As for the spin multiplicity: 1. The HOMO-LUMO gap is 0.1918 Ha. As for the charge: +2.

Atoms and positions in Å:
W 0.74 -1.07 -0.53
C -2.71 1.92 6.17
C -2.26 1.02 5.06
C -3.15 0.60 4.07
C -2.74 -0.24 3.05
C -1.42 -0.65 3.02
C -0.49 -0.24 3.98
C -0.93 0.59 5.00
S -0.90 -1.69 1.74
O 0.59 -1.55 1.62
O -1.39 -3.02 1.88
N -1.17 -1.04 0.30
C -2.35 -1.28 -0.50
C -1.87 -1.07 -1.92
O -2.53 -0.74 -2.85
O -0.55 -1.36 -2.02
H -3.59 2.50 5.88
H -1.92 2.60 6.47
H -2.98 1.32 7.04
H -4.18 0.93 4.11
H -3.46 -0.56 2.30
H 0.54 -0.57 3.94
H -0.23 0.90 5.76
H -3.14 -0.56 -0.28
H -2.72 -2.30 -0.38
N 2.76 -1.75 0.50
C 3.44 -3.08 0.37
C 2.48 -4.22 0.63
C 1.53 -4.41 -0.54
N 0.46 -3.35 -0.52
H 3.45 -1.03 0.29
H 2.53 -1.62 1.48
H 4.27 -3.09 1.08
H 3.86 -3.15 -0.63
H 1.93 -4.07 1.56
H 3.05 -5.14 0.76
H 1.03 -5.38 -0.51
H 2.06 -4.34 -1.48
H -0.12 -3.57 0.29
H -0.13 -3.49 -1.33
O 5.63 1.49 -2.06
C 4.45 1.90 -2.73
C 3.29 1.07 -2.15
C 2.03 1.46 -2.91
O 0.95 0.73 -2.35
C 3.19 1.49 -0.68
Se 1.65 0.97 0.43
C 3.66 -0.40 -2.35
Se 2.26 -1.79 -2.41
H 6.39 1.98 -2.40
H 4.51 1.72 -3.81
H 4.26 2.96 -2.57
H 2.14 1.21 -3.97
H 1.85 2.53 -2.82
H 0.10 0.89 -2.78
H 3.17 2.58 -0.61
H 4.06 1.14 -0.13
H 4.46 -0.70 -1.67
H 4.05 -0.52 -3.37
S -1.51 2.04 -0.93
C -3.01 2.59 -1.50
N -3.55 3.78 -1.22
C -4.85 4.00 -1.86
C -5.03 2.69 -2.67
N -3.85 1.92 -2.30
H -3.08 4.44 -0.63
H -4.82 4.88 -2.50
H -5.63 4.13 -1.12
H -5.05 2.88 -3.75
H -5.94 2.17 -2.40
H -3.59 1.03 -2.70

Which one is the least stable? From the structures above, version iii.